(1)
72
Properties=species:S:1:pos:R:3:forces:R:3:mulliken_charge:R:1 method="wB97M-V/def2-TZVPD" s2=0.768 multiplicity=2 orbital_gap_ev="6.300 / 5.984" e_above_lowest_kj_mol=525.58 homo_ev="-6.991 / -6.893"
Ti 1.009 0.053 0.118 -0.47 0.84 -2.66 -1.355
C -3.911 -0.290 0.111 -0.02 0.07 -0.12 -1.565
C -3.159 -0.021 -1.168 -0.06 -0.07 -0.19 0.714
N -1.149 0.029 0.232 0.26 -0.34 0.34 2.291
N -1.811 -0.536 1.235 -0.48 0.08 -0.14 -0.339
C -3.222 -0.524 1.224 0.39 -0.07 0.18 0.065
B -1.030 -1.505 2.170 0.14 0.13 0.14 0.789
N 0.125 -0.748 2.915 0.07 -0.07 -0.51 -0.132
C 0.513 -0.752 4.191 -0.02 0.03 0.27 0.046
C 1.780 -0.196 4.281 -0.11 -0.09 0.12 -1.657
C 2.118 0.121 2.978 -0.10 0.04 -0.27 -0.509
N 1.122 -0.214 2.148 -0.02 -0.13 1.32 0.812
N -0.331 -2.553 1.275 -0.16 0.16 -0.25 0.327
C -0.218 -3.885 1.378 0.06 -0.08 0.11 -0.211
C 0.565 -4.338 0.337 -0.04 -0.06 0.01 -1.657
C 0.913 -3.185 -0.358 0.00 0.13 -0.14 -0.208
N 0.368 -2.111 0.202 0.23 -0.35 0.50 0.581
N -1.995 -2.183 3.116 0.04 0.04 0.18 0.328
C -2.834 -3.212 2.829 -0.05 0.04 -0.01 -0.362
C -3.732 -3.326 3.857 -0.04 0.07 0.04 -1.005
C -3.378 -2.285 4.738 0.02 -0.01 0.04 -0.300
N -2.345 -1.594 4.291 -0.04 -0.13 -0.18 -1.110
H -4.993 -0.316 0.140 0.02 0.03 -0.04 0.458
H -3.747 0.651 -1.798 -0.06 -0.06 -0.05 0.566
H -3.684 -0.743 2.175 0.02 -0.02 0.00 0.464
H -0.153 -1.130 4.947 0.03 0.00 0.00 0.574
H 2.369 -0.048 5.170 -0.02 0.00 -0.01 0.451
H 3.011 0.573 2.578 0.02 -0.01 0.01 0.654
H -0.682 -4.419 2.189 0.06 -0.01 -0.03 0.772
H 0.850 -5.353 0.120 -0.01 0.01 0.01 0.446
H 1.539 -3.083 -1.227 0.02 -0.01 0.03 0.401
H -2.754 -3.759 1.905 -0.04 0.02 0.03 0.673
H -4.528 -4.043 3.954 0.01 0.01 0.01 0.433
H -3.829 -2.016 5.682 0.01 -0.01 -0.03 0.463
O 4.551 -1.412 -1.338 0.20 -0.06 -0.22 -0.679
C 3.427 -1.003 -1.426 -0.50 -0.05 1.14 0.455
O 2.593 -0.955 -0.378 0.20 -0.11 -0.43 -0.374
C 2.802 -0.538 -2.731 -0.13 0.06 -0.32 -0.724
P 1.469 0.622 -2.273 0.83 0.00 0.18 1.580
C -0.202 0.137 -2.544 -0.39 0.06 -0.02 0.738
C -0.518 -1.167 -2.748 -0.40 -0.23 0.06 -0.677
C -1.820 -1.781 -2.521 0.31 0.04 -0.08 -0.477
C -2.913 -1.320 -1.899 -0.12 0.12 0.05 -1.191
C -1.907 0.769 -0.778 0.00 0.05 0.22 -1.414
C -0.925 1.141 -1.835 0.29 -0.32 0.46 -2.605
C 1.816 2.207 -3.048 -0.04 0.14 0.09 0.474
C 1.049 2.685 -4.107 0.06 0.04 -0.06 -0.108
C 1.340 3.922 -4.666 -0.02 -0.04 0.01 -0.693
C 2.389 4.683 -4.169 0.02 -0.01 0.03 -0.499
C 3.152 4.211 -3.108 -0.05 -0.03 -0.03 -0.783
C 2.864 2.978 -2.541 0.02 0.00 0.02 -0.666
H 2.380 -1.413 -3.232 0.05 -0.01 -0.03 0.454
H 3.572 -0.116 -3.373 -0.05 0.04 -0.05 0.436
H 0.247 -1.825 -3.142 0.00 -0.02 0.00 0.400
H -1.914 -2.785 -2.925 0.04 0.01 0.00 0.345
H -3.767 -1.991 -1.881 0.01 0.01 0.03 0.355
H -2.280 1.685 -0.298 -0.02 0.02 -0.01 0.722
H -0.704 2.185 -2.007 -0.08 0.04 -0.12 1.012
H 0.231 2.088 -4.491 -0.01 0.01 0.00 0.459
H 0.746 4.291 -5.493 0.00 0.00 0.01 0.412
H 2.612 5.648 -4.606 0.00 0.00 0.00 0.392
H 3.964 4.806 -2.711 0.00 0.00 0.00 0.431
H 3.448 2.624 -1.698 -0.02 -0.02 0.00 0.355
N -0.123 2.576 0.902 -0.07 0.11 0.08 -0.226
C 0.991 3.312 1.470 -0.25 0.09 0.09 -0.795
C 2.297 2.706 1.027 0.13 -0.81 -0.33 0.493
O 3.359 3.243 1.216 0.13 0.22 0.07 -0.683
O 2.183 1.532 0.424 0.17 0.44 0.33 0.154
H -0.189 2.734 -0.097 0.03 0.07 0.00 0.081
H -1.007 2.855 1.311 0.05 -0.09 0.09 0.220
H 0.961 3.230 2.559 -0.02 0.02 0.01 0.308
H 1.023 4.376 1.222 -0.01 0.03 0.01 0.421

(2)
69
Properties=species:S:1:pos:R:3:forces:R:3:mulliken_charge:R:1 method="wB97M-V/def2-TZVPD" s2=0.769 multiplicity=2 orbital_gap_ev="7.607 / 7.240" charge=+2 e_above_lowest_kj_mol=0.00 homo_ev="-13.841 / -13.861"
Fe -0.966 0.623 0.352 0.71 -0.06 -0.21 -0.267
Br -2.538 6.707 2.454 0.00 0.00 0.01 -0.049
C -2.010 5.016 1.881 0.01 -0.01 -0.01 -0.369
C -0.691 4.769 1.525 -0.01 -0.01 0.00 -0.781
C -0.360 3.508 1.077 0.08 -0.02 0.01 -0.676
N -1.247 2.511 0.977 -0.42 -0.03 -0.12 0.287
C -2.515 2.735 1.382 0.01 -0.02 0.02 0.460
C -2.930 3.979 1.820 0.01 0.01 0.02 -0.799
C -3.401 1.549 1.374 0.01 -0.03 -0.01 1.364
C -4.710 1.583 1.808 -0.02 0.00 -0.03 -0.816
C -5.454 0.409 1.798 0.00 0.02 0.01 -0.378
Br -7.227 0.425 2.369 -0.01 0.00 0.00 -0.057
C -4.860 -0.764 1.365 0.03 -0.03 -0.03 -0.913
C -3.541 -0.725 0.959 -0.03 0.02 0.03 -0.150
N -2.822 0.403 0.960 -0.09 0.19 0.19 0.636
H 0.064 5.539 1.589 0.00 0.00 0.00 0.495
H 0.660 3.282 0.798 -0.02 0.01 0.02 0.614
H -3.951 4.152 2.123 0.00 0.00 0.01 0.552
H -5.164 2.499 2.153 0.00 0.00 -0.01 0.550
H -5.401 -1.699 1.343 0.00 0.00 0.00 0.533
H -3.053 -1.627 0.626 0.06 -0.04 -0.02 0.487
C 4.499 -4.047 -2.957 0.00 0.00 0.00 -1.539
C 3.162 -3.652 -2.400 0.00 -0.01 0.02 0.934
C 2.344 -2.743 -3.069 -0.02 0.02 0.00 -0.985
C 1.094 -2.407 -2.574 0.03 0.01 0.01 -0.257
C 0.657 -2.990 -1.393 0.02 -0.01 0.00 -0.071
C 1.448 -3.909 -0.711 -0.01 -0.01 -0.02 -0.340
C 2.695 -4.227 -1.216 0.01 0.01 -0.02 -0.876
S -0.895 -2.534 -0.728 -0.02 0.10 -0.14 1.202
O -1.416 -3.610 0.060 0.00 0.01 -0.01 -0.673
O -1.692 -1.949 -1.783 0.03 -0.05 0.05 -0.880
N -0.589 -1.274 0.266 -0.30 -0.12 0.24 0.013
C -0.324 -1.361 1.614 0.06 -0.05 -0.10 0.786
C -0.026 -2.418 2.474 -0.04 -0.01 -0.01 -1.070
C 0.233 -2.090 3.790 0.00 0.03 0.02 -0.509
C 0.191 -0.762 4.233 0.00 -0.03 0.03 -1.006
C -0.129 0.224 3.332 -0.07 -0.07 -0.03 -0.026
N -0.375 -0.090 2.054 0.21 0.08 0.13 0.325
H 4.813 -3.379 -3.756 0.00 0.00 0.00 0.366
H 4.452 -5.058 -3.366 0.00 0.00 0.00 0.343
H 5.264 -4.048 -2.181 0.00 0.00 0.00 0.392
H 2.681 -2.312 -4.003 0.00 0.00 0.00 0.418
H 0.449 -1.728 -3.117 0.00 0.00 0.00 0.536
H 1.075 -4.398 0.178 0.00 0.01 0.01 0.496
H 3.309 -4.954 -0.699 0.00 0.00 0.00 0.464
H -0.029 -3.437 2.122 0.01 0.00 0.01 0.511
H 0.470 -2.876 4.494 0.00 -0.01 0.00 0.473
H 0.396 -0.512 5.263 0.00 0.00 0.00 0.466
H -0.196 1.268 3.608 0.01 0.00 -0.01 0.478
C 4.767 1.644 -2.185 0.00 0.00 0.00 -1.445
C 3.429 1.417 -1.558 -0.01 -0.01 0.01 0.990
C 2.341 2.250 -1.817 0.00 -0.01 -0.01 -1.255
C 1.125 1.988 -1.227 0.00 -0.03 -0.11 -0.472
N 0.911 0.953 -0.398 -0.20 0.03 0.14 1.225
C 1.955 0.147 -0.145 0.00 0.00 0.02 -0.383
C 3.203 0.348 -0.694 0.00 -0.01 0.01 -0.902
H 4.817 2.603 -2.695 0.00 0.00 0.00 0.379
H 4.971 0.858 -2.914 0.00 0.00 0.00 0.311
H 5.556 1.601 -1.434 0.00 0.00 0.00 0.395
H 2.437 3.101 -2.477 0.01 0.00 0.00 0.442
H 0.280 2.638 -1.424 0.00 -0.02 0.00 0.460
H 1.779 -0.694 0.508 0.00 0.02 0.01 0.373
H 3.997 -0.343 -0.445 0.01 0.01 -0.01 0.538
N -2.712 1.851 -1.684 0.00 -0.03 -0.04 -0.645
N -1.720 0.829 -1.496 0.01 0.13 -0.11 -0.172
H -3.202 1.686 -2.559 0.01 0.01 0.00 0.288
H -2.243 2.746 -1.769 0.01 0.00 0.05 0.193
H -0.984 0.865 -2.203 -0.03 0.02 -0.02 0.435
H -2.155 -0.088 -1.648 -0.03 -0.02 0.04 0.552